No. 1
Formula: C5H7NO
Source: the Open Molecules 2025 dataset
Level of theory: wB97M-V/def2-TZVPD

Results
electronic energy = -8833.13185 eV
HOMO = -9.93 eV

Cartesian coordinates (Å):
C 1.816 -0.376 -0.205
C 0.320 -0.779 -0.286
C -0.170 -1.478 0.920
N -0.196 -1.266 2.067
C -0.594 0.394 0.283
O -0.340 0.786 1.432
C -1.694 1.045 -0.478
H 1.963 0.261 0.669
H 2.478 -1.243 -0.114
H 2.127 0.183 -1.099
H 0.124 -1.265 -1.260
H -2.216 1.622 0.283
H -2.403 0.404 -1.011
H -1.215 1.712 -1.201



No. 2
Formula: C4H17NO3
Source: the Open Molecules 2025 dataset
Level of theory: wB97M-V/def2-TZVPD

Results
SMILES string = CC(C)CN.O.O.O
electronic energy = -12055.35745 eV
HOMO = -8.98 eV

Cartesian coordinates (Å):
C -1.998 1.357 0.522
C -1.462 0.037 1.075
C -2.494 -1.111 0.832
C -0.171 -0.393 0.356
N 1.053 0.377 0.414
H -1.244 1.865 -0.078
H -2.161 2.011 1.401
H -2.991 1.412 0.072
H -1.314 0.187 2.177
H -2.872 -1.415 1.837
H -3.340 -0.607 0.394
H -2.054 -1.916 0.262
H -0.438 -0.464 -0.711
H 0.095 -1.477 0.462
H 1.163 0.759 1.352
H 1.127 1.221 -0.157
O 0.442 -4.887 -4.177
H 0.622 -5.791 -3.895
H 0.086 -4.970 -5.070
O 2.205 3.483 1.015
H 2.590 3.353 1.894
H 2.132 4.444 1.066
O 3.554 1.224 -0.390
H 4.217 0.747 -0.893
H 3.253 0.554 0.240